Density functional theory data (the ωB97M-V functional and the def2-TZVPD basis) for the molecule C20H32N2O7S.

The geometry in XYZ format:
```
62
Properties=species:S:1:pos:R:3:forces:R:3
C 0.4592 -6.5390 0.9419 0.0 0.0 -0.1
C 0.0132 -5.1185 1.0976 -0.1 0.0 0.1
C -1.2561 -4.8142 1.5766 0.1 0.0 -0.1
C -1.6664 -3.4978 1.7010 -0.2 0.1 0.0
C -0.8041 -2.4818 1.3422 -0.3 0.4 0.0
C 0.4636 -2.7599 0.8684 0.1 0.0 -0.1
C 0.8674 -4.0765 0.7459 -0.1 0.1 0.1
H 1.8552 -4.3027 0.3723 0.1 0.0 0.0
H 1.1194 -1.9509 0.5919 0.2 0.1 -0.1
S -1.3261 -0.7882 1.5366 0.0 -0.3 0.3
O -0.9493 -0.0475 0.3559 0.2 -0.2 0.2
O -2.7029 -0.7660 1.9278 0.1 -0.2 0.3
N -0.3782 -0.3172 2.8379 -0.5 -0.3 -0.5
H -0.9841 0.1167 3.5275 -0.2 0.0 0.0
C 0.7098 0.5868 2.5067 0.2 0.2 -0.1
H 1.1628 0.2096 1.5910 0.2 0.1 0.0
C 1.7201 0.6166 3.6526 -0.2 -0.1 -0.2
H 2.5682 1.2468 3.3983 0.1 0.1 0.0
H 1.2450 1.0127 4.5470 0.0 0.1 0.1
H 2.0705 -0.3911 3.8598 0.0 -0.1 0.0
C 0.1017 1.9807 2.2945 0.4 0.0 0.0
O -0.9057 2.2759 2.9178 -0.2 0.0 0.2
N 0.7090 2.8515 1.4633 -0.1 0.3 -0.1
C 1.8454 2.5376 0.6267 0.2 -0.4 -0.4
H 2.5188 1.8544 1.1453 0.0 0.0 0.0
H 2.3933 3.4641 0.4409 0.0 -0.1 0.1
C 1.4304 1.8880 -0.6998 0.0 0.1 -0.1
H 1.2084 2.6493 -1.4563 0.0 -0.1 0.1
O 2.4852 1.0520 -1.1489 0.1 0.0 0.4
C 2.1852 0.4093 -2.3692 -0.1 -0.2 -0.3
H 1.6900 1.1167 -3.0454 0.1 0.0 0.0
C 1.2835 -0.8203 -2.1596 0.1 0.2 0.2
O 0.7276 -1.3597 -3.3411 0.2 -0.1 0.0
C -0.1968 -0.5607 -4.0468 -0.3 0.1 0.0
C -1.3498 0.0177 -3.2170 0.1 -0.3 -0.2
O -1.0588 1.3627 -2.9068 0.3 0.1 0.1
C -2.0349 1.9575 -2.0776 0.0 0.4 0.1
C -1.7712 3.4658 -1.9891 -0.2 -0.3 -0.2
O -0.7857 3.8483 -1.0616 0.3 -0.1 0.2
C -1.2231 3.8772 0.2813 0.0 0.2 0.2
C -0.0160 4.0843 1.2003 -0.5 0.1 0.0
H 0.6635 4.8031 0.7435 0.0 0.0 0.0
H -0.3762 4.4649 2.1594 0.1 0.1 -0.2
H -1.7293 2.9464 0.5604 0.0 0.1 0.0
H -1.9326 4.7090 0.4160 0.1 -0.1 0.0
H -2.7157 3.9816 -1.7642 0.1 0.0 0.0
H -1.3999 3.8024 -2.9607 -0.2 0.0 0.0
H -2.0170 1.4882 -1.0847 -0.1 0.1 -0.1
H -3.0326 1.8002 -2.5172 0.1 0.0 0.1
H -2.2819 -0.0254 -3.8033 0.1 0.0 0.1
H -1.5014 -0.5689 -2.3002 0.0 0.0 -0.1
H 0.3046 0.2787 -4.5469 -0.1 -0.1 0.0
H -0.5894 -1.2363 -4.8103 0.0 0.1 0.0
H 1.8737 -1.6413 -1.7438 0.0 0.1 0.1
H 0.4935 -0.5620 -1.4461 0.1 0.0 0.0
H 3.1442 0.1106 -2.8011 -0.1 0.0 0.0
H 0.5181 1.3076 -0.5303 0.1 0.1 -0.1
H -2.6464 -3.2380 2.0677 -0.1 -0.1 0.1
H -1.9280 -5.6129 1.8543 -0.1 -0.1 0.0
H 1.4654 -6.6709 1.3343 0.1 -0.1 0.0
H -0.2133 -7.2193 1.4573 0.0 -0.1 0.0
H 0.4769 -6.8080 -0.1140 0.0 -0.1 0.0
```
Positions in Å, forces in eV/Å.

Computed properties:
total charge	0


Density functional theory data (the ωB97M-V functional and the def2-TZVPD basis) for the molecule C4H7NOS2 in a non-equilibrium geometry.

The geometry in XYZ format:
```
15
Properties=species:S:1:pos:R:3:forces:R:3
C -0.4845 0.5647 1.3486 0.6 0.1 0.8
C -0.2540 0.1169 -0.0939 1.0 0.5 -0.3
C -0.2953 1.3752 -1.0283 0.7 -1.3 0.0
C 1.1662 -0.4744 -0.2533 -0.8 -0.3 -0.2
H 0.2315 1.4507 1.5476 -1.2 -1.6 0.0
H -0.3817 -0.3050 2.0916 0.1 1.4 -1.1
H -1.5164 0.9300 1.3828 0.3 0.1 0.3
H -2.5211 -0.2658 -0.1196 -0.3 -0.1 0.0
H 0.1604 1.1444 -2.0520 -0.7 0.6 0.8
H 0.4007 -2.3550 -0.1739 -0.4 -0.3 0.0
H 2.1378 -2.2956 -0.5782 -2.2 1.3 1.0
N 1.2309 -1.8079 -0.2526 2.5 -1.1 -0.9
O -0.7534 2.4025 -0.6386 -0.1 0.4 -0.5
S -1.5840 -0.9868 -0.7345 0.4 0.1 0.1
S 2.4628 0.5061 -0.4457 0.0 0.1 0.0
```
Positions in Å, forces in eV/Å.

Computed properties:
total charge	0


Number 1: HOMO-LUMO gap 9.8 eV. Number 2: HOMO-LUMO gap 9.3 eV.